Density functional theory data (ωB97M-V/def2-TZVPD) for C24H43CoN2P3S as an isolated structure at a distorted geometry.

Geometry as XYZ:
```
74
Properties=species:S:1:pos:R:3:forces:R:3:lowdin_spin:R:1
Co -0.1192 -0.0262 0.9325 -0.3 2.8 0.4 2.396
P -0.9502 -1.2500 2.4788 -1.4 -2.3 3.2 0.087
P 1.5770 -1.3196 0.4381 2.8 -2.2 -1.2 0.054
P -2.2947 0.7942 0.3031 -1.6 0.4 -0.2 0.062
H 0.7522 -1.5950 -7.9202 -0.1 0.3 -0.1 0.001
C 0.2366 -0.6298 -7.9444 -0.3 -0.3 -0.2 0.072
C 0.9244 0.5161 -7.8831 0.1 0.2 -0.3 0.100
H 2.0152 0.4955 -7.8189 -0.3 0.1 -0.1 0.003
C -1.7759 -2.8076 1.9569 0.0 0.0 -0.4 0.019
C 0.2563 -1.8991 3.6964 0.3 0.0 0.2 0.018
C -2.2364 -0.5477 3.5838 -0.1 0.3 0.2 0.020
C 2.6657 -0.9891 -1.0113 -0.2 0.3 -0.2 0.017
C 2.8834 -1.3655 1.7528 -0.2 0.3 0.4 0.011
C 1.2223 -3.0950 0.0792 -0.2 0.0 0.0 0.011
C -2.7202 1.6766 -1.2594 0.2 0.0 -0.1 0.021
C -2.7429 2.1218 1.4803 0.1 -0.1 0.2 0.012
C -3.6962 -0.4045 0.3092 0.0 0.0 0.0 0.007
H -0.8498 -0.6725 -8.0694 0.4 0.2 0.0 0.000
H 0.4501 1.4973 -7.9552 0.1 -0.3 0.1 0.003
H -2.1335 -3.3649 2.8335 0.2 0.3 -0.1 0.004
H -1.0903 -3.4530 1.4015 -0.1 0.1 0.1 0.000
H -2.6365 -2.5980 1.3160 0.2 -0.1 0.1 0.000
H -0.2632 -2.3721 4.5401 0.0 0.0 -0.3 0.004
H 0.8761 -1.0942 4.1041 -0.1 -0.2 -0.1 0.000
H 0.9264 -2.6364 3.2388 -0.2 0.1 0.1 0.000
H -2.3830 -1.1976 4.4577 0.1 0.0 -0.3 0.004
H -3.1953 -0.4359 3.0676 0.3 -0.1 0.2 0.000
H -1.9460 0.4380 3.9577 -0.1 -0.2 0.0 0.000
H 3.5166 -1.6897 -0.9817 -0.4 0.2 0.0 0.002
H 3.0605 0.0348 -0.9753 -0.1 -0.2 0.0 0.001
H 2.1180 -1.1243 -1.9556 0.2 0.0 0.3 0.000
H 3.0808 -2.4022 2.0724 -0.1 0.4 -0.2 0.001
H 2.5888 -0.7705 2.6277 0.2 -0.2 -0.2 0.000
H 3.8090 -0.9326 1.3464 -0.3 -0.2 0.1 0.001
H 2.0973 -3.5568 -0.4011 -0.2 0.2 0.2 0.002
H 0.3810 -3.1566 -0.6241 0.1 -0.1 0.2 0.001
H 0.9824 -3.6707 0.9815 0.0 0.2 -0.2 0.000
H -3.7731 1.9920 -1.2073 0.3 -0.1 0.1 0.003
H -2.5787 1.0290 -2.1342 -0.2 0.2 0.2 0.000
H -2.0745 2.5564 -1.3844 -0.4 -0.2 0.1 0.005
H -3.7778 2.4479 1.3055 0.3 -0.1 0.0 0.002
H -2.0591 2.9616 1.3087 -0.2 -0.1 0.0 0.000
H -2.6325 1.8041 2.5194 -0.1 0.1 -0.2 0.000
H -4.5702 0.0683 -0.1598 0.2 -0.1 0.2 0.001
H -3.9781 -0.7391 1.3120 0.1 0.1 -0.3 0.000
H -3.4299 -1.2818 -0.2941 -0.1 0.2 0.1 0.000
C -0.1005 0.0080 -2.9878 0.9 1.0 0.0 0.150
C -0.9425 -1.1335 -2.9550 -0.5 -1.0 -0.6 0.104
C -0.9752 -1.9609 -4.0896 -0.4 0.2 1.2 0.039
C -0.1163 -1.7179 -5.1690 -0.1 -0.4 -0.3 0.219
C 0.8481 -0.7057 -5.0956 0.3 1.4 0.2 0.059
C 0.7730 0.2205 -4.0708 0.0 -0.1 -0.5 0.017
S 0.1485 1.2584 -1.7666 0.2 -2.4 0.0 0.352
H 0.0562 0.1736 -0.7159 0.3 1.5 -1.8 0.018
H -1.5937 -1.3701 -2.0967 0.4 0.3 -0.5 0.003
H -1.6645 -2.8110 -4.1573 0.2 0.5 0.2 -0.001
H -0.2138 -2.2973 -6.0888 0.1 0.0 0.5 0.005
H 1.5768 -0.5556 -5.8861 -0.1 -0.3 0.3 0.002
H 1.3800 1.1293 -4.0277 0.1 -0.5 -0.3 0.002
N 2.3106 3.4365 1.5465 -0.3 -0.4 -0.6 0.009
C 1.7553 2.4459 0.8136 -0.2 0.4 1.5 0.012
N 1.0001 1.6463 1.5807 -0.2 -0.4 -0.8 0.050
C 1.0968 2.1405 2.8977 -0.1 -0.2 0.1 0.007
C 0.6088 1.6600 4.1281 0.3 0.4 -0.3 0.001
C 0.9897 2.3383 5.2887 -0.4 -0.5 -0.6 0.000
C 1.8265 3.4535 5.2227 0.5 0.7 -0.8 0.000
C 2.3133 3.9387 3.9976 -0.2 0.2 1.0 0.001
C 1.9101 3.2665 2.8702 0.4 -0.1 -0.5 0.002
H 2.8952 4.1828 1.1660 -0.3 -0.4 0.3 0.000
H 1.9254 2.3579 -0.2465 0.0 -0.1 0.0 0.002
H -0.0301 0.7894 4.1514 0.1 0.1 0.2 0.001
H 0.6283 1.9924 6.2571 0.1 0.1 -0.3 0.000
H 2.1050 3.9611 6.1340 0.0 0.0 0.0 0.000
H 2.9760 4.7969 3.8772 -0.2 -0.2 0.5 0.000
```
Positions in Å, forces in eV/Å.

Values from the calculation:
M: 543.54 u
orbital gap (spin up / spin down): 7.82 / 4.05 eV
ΔE to the lowest compared entry with this formula, charge and spin: 36.1 kcal per mole
HOMO energy (spin up / spin down): -0.6041 / -0.6044 hartree
multiplicity: 5
charge: +3



Density functional theory data (ωB97M-V/def2-TZVPD) for a 8-piece molecular cluster, C24H48O24 overall at a distorted geometry.

Geometry as XYZ:
```
96
Properties=species:S:1:pos:R:3:forces:R:3:lowdin_charge:R:1
C 2.7785 2.0748 6.0474 -0.4 0.8 -0.8 -0.057
O 2.7144 2.1974 7.4657 0.1 -0.2 0.6 -0.010
C 1.6940 2.8709 8.0787 -0.8 -1.3 -2.9 -0.576
O 0.7456 3.3307 7.4624 1.0 0.1 1.0 0.103
O 1.8598 2.7325 9.3623 -0.1 0.5 -0.6 0.015
C 0.8565 3.2281 10.2619 1.2 -0.6 1.4 -0.010
H 3.4253 1.2728 5.6916 0.3 0.0 0.9 0.094
H 3.1489 3.0131 5.6344 0.1 0.0 -0.1 0.095
H 1.8398 1.8632 5.5354 -0.5 0.2 0.6 0.075
H -0.1162 3.5913 9.9304 0.5 -0.2 -0.7 0.102
H 1.4265 3.9704 10.8206 -0.6 0.3 0.2 0.097
H 0.7878 2.3387 10.8884 -0.8 0.4 0.4 0.098
C -3.0974 -1.5685 -1.8909 -0.2 -0.5 -1.1 -0.033
O -3.7550 -2.6043 -1.1221 -0.3 -1.9 0.4 -0.019
C -3.7297 -3.9491 -1.4937 1.5 1.7 -3.3 -0.500
O -3.1790 -4.3211 -2.5500 -1.3 0.7 2.8 0.076
O -4.4141 -4.7254 -0.6600 0.4 0.8 0.1 0.021
C -4.5774 -6.0628 -1.1160 0.0 -1.1 -1.0 -0.048
H -2.9514 -0.7039 -1.2434 0.2 -0.5 0.1 0.089
H -3.6733 -1.2549 -2.7616 -0.9 0.0 0.3 0.093
H -2.2180 -1.8940 -2.4467 0.4 -0.3 1.0 0.048
H -5.0067 -6.0824 -2.1177 -0.4 0.3 0.1 0.097
H -5.2102 -6.6386 -0.4406 0.1 0.6 0.2 0.098
H -3.6519 -6.6165 -1.2741 0.4 0.4 0.5 0.094
C -1.2845 -2.9510 -4.9117 -0.3 -1.7 1.4 -0.077
O -0.4361 -2.0985 -5.5707 2.0 2.2 -2.4 0.002
C 0.8598 -2.4502 -5.7313 0.2 -1.5 1.8 -0.536
O 1.3567 -3.4124 -5.1471 -0.6 1.5 -1.2 0.100
O 1.5115 -1.5796 -6.5153 -0.7 0.3 0.6 0.015
C 2.8627 -1.8739 -6.8343 1.0 -0.5 -1.1 -0.052
H -0.9399 -2.9991 -3.8787 -0.3 -0.3 0.1 0.056
H -1.2276 -3.9520 -5.3392 -0.1 -0.1 0.1 0.106
H -2.3161 -2.5994 -4.9264 0.3 0.3 -0.3 0.103
H 3.4458 -1.0217 -7.1832 -0.8 0.8 0.5 0.091
H 2.8515 -2.4646 -7.7503 0.0 -0.7 0.3 0.096
H 3.4653 -2.3365 -6.0527 -0.6 -0.2 0.1 0.096
C -1.2643 8.0231 -1.9783 -1.3 0.2 -0.3 -0.048
O -0.6350 6.7430 -1.8716 0.9 -0.6 0.7 -0.006
C -1.2652 5.7295 -1.2206 -2.8 -0.5 0.9 -0.521
O -2.4363 5.7581 -0.7969 2.9 0.3 -1.0 0.079
O -0.4757 4.6336 -1.1437 0.4 1.3 0.3 -0.002
C -0.9590 3.4085 -0.5469 -1.4 -0.2 -0.8 -0.032
H -0.7270 8.7781 -2.5522 0.8 -1.0 -0.5 0.090
H -1.4085 8.5890 -1.0580 -0.2 -0.8 0.5 0.079
H -2.2090 7.8575 -2.4962 -0.2 0.3 0.3 0.098
H -1.4295 3.4176 0.4364 0.6 1.0 0.3 0.085
H -0.1772 2.6500 -0.5858 0.1 0.5 -0.2 0.077
H -1.8046 3.0861 -1.1545 0.2 -0.3 -0.3 0.097
C 3.0687 1.9817 1.7264 -0.8 1.2 1.2 -0.055
O 3.6318 0.7002 1.8688 -0.3 0.2 -0.9 0.016
C 3.6725 -0.0131 0.7390 -0.1 0.6 -3.3 -0.609
O 3.4804 0.3416 -0.4372 0.0 -0.1 2.8 0.096
O 4.0292 -1.2019 1.0831 0.1 -2.0 1.0 0.020
C 4.1591 -2.3090 0.1881 1.1 0.5 -0.8 -0.009
H 2.0507 1.9889 1.3369 0.3 -0.3 -0.7 0.083
H 3.6982 2.7336 1.2504 0.1 -0.4 -0.3 0.107
H 2.8998 2.3129 2.7510 0.3 0.1 0.2 0.083
H 4.1682 -3.1937 0.8248 -0.4 0.1 -0.3 0.103
H 5.1218 -2.2291 -0.3167 0.4 0.0 0.4 0.095
H 3.5143 -2.3196 -0.6907 -0.9 0.1 0.7 0.082
C -2.3663 7.4252 1.9872 0.1 2.1 0.6 -0.042
O -1.7908 6.1810 2.3267 -0.3 0.0 -1.4 0.017
C -1.7837 5.7126 3.5417 -1.5 2.9 4.8 -0.531
O -2.1858 6.3506 4.6050 1.8 -3.2 -4.7 0.030
O -1.2373 4.5008 3.4647 0.2 -0.5 1.6 0.014
C -0.8368 3.8801 4.7111 0.8 -0.2 1.3 -0.042
H -1.8119 7.9082 1.1825 0.1 -0.8 -0.3 0.075
H -2.2493 8.1591 2.7846 0.0 -0.4 0.5 0.092
H -3.4239 7.4597 1.7256 0.1 -0.9 0.0 0.106
H -1.3399 4.1545 5.6383 -1.0 0.3 -0.7 0.092
H 0.1713 4.1074 5.0578 0.4 0.6 -0.9 0.074
H -0.8084 2.7915 4.6650 -0.6 0.1 -0.7 0.078
C -0.2148 0.7714 2.3871 -0.6 1.3 -0.6 -0.041
O 0.3568 -0.2405 1.5881 0.5 -1.8 -0.8 0.000
C 0.0605 -0.4316 0.2884 0.6 -0.7 -1.7 -0.472
O -0.6870 0.2141 -0.4133 0.5 -0.6 1.1 0.118
O 0.8374 -1.5079 -0.1898 -0.6 2.1 3.3 -0.028
C 0.7496 -2.0597 -1.4542 -0.7 -0.3 -1.6 -0.076
H -0.5780 1.5573 1.7249 0.2 0.3 0.1 0.079
H 0.5654 1.1337 3.0565 0.0 0.0 -0.2 0.083
H -1.0902 0.5083 2.9809 0.1 -0.8 -0.1 0.102
H -0.2393 -1.9576 -1.9013 -0.1 0.1 0.2 0.067
H 0.9727 -3.1231 -1.3681 0.0 0.1 0.2 0.082
H 1.4504 -1.6545 -2.1841 0.2 0.4 0.3 0.107
C 0.0769 -5.3393 -2.6318 1.1 -0.3 1.0 -0.081
O -0.2960 -5.9539 -3.8497 -0.4 -0.9 -1.0 -0.020
C 0.2650 -7.1770 -4.1605 0.2 1.5 2.3 -0.562
O 1.0548 -7.7472 -3.4414 -0.5 0.3 -0.8 0.121
O -0.2404 -7.5992 -5.3013 -0.3 0.6 -0.1 0.025
C 0.2990 -8.7966 -5.7902 -0.3 -1.9 -0.4 -0.061
H 1.1406 -5.1044 -2.6705 0.1 -0.1 0.1 0.095
H -0.1094 -5.9694 -1.7622 0.1 -0.4 -0.2 0.101
H -0.4283 -4.4106 -2.3666 -0.6 -0.2 -1.1 0.052
H 0.4298 -9.5629 -5.0262 0.7 0.5 0.5 0.096
H 1.1901 -8.6501 -6.4007 0.0 0.1 0.3 0.104
H -0.4521 -9.3203 -6.3816 -0.2 0.7 -0.5 0.093
```
Positions in Å, forces in eV/Å.

Values from the calculation:
M: 720.62 u
orbital gap: 10.90 eV
ΔE to the lowest compared entry with this formula, charge and spin: 99.9 kcal per mole
HOMO energy: -0.3815 hartree
charge: 0